Record 1
# C5H20N2O6

A cluster of 6 separate species, C5H20N2O6 in total at a distorted geometry (wB97M-V/def2-TZVPD, the Open Molecules 2025 dataset).

Computed properties:
- HOMO: -9.327 eV
- Total charge: 0
- Strongest force on any atom: 2.6 eV/Å
- Relative energy (zero: lowest compared OMol25 entry of this formula, charge and spin): 17.5 kcal per mole
- Structure (SMILES): C=CC[C@H](N)C(N)=O.O.O.O.O.O

Each line ends with the Löwdin charge.
Cartesian coordinates (Å):
C -0.18 -2.70 0.36  0.02
C -1.25 -2.12 0.93  -0.15
C -1.28 -0.70 1.36  -0.17
C -1.01 0.28 0.20  -0.29
N -0.71 1.65 0.64  0.07
C -2.26 0.33 -0.69  -0.51
N -2.15 -0.19 -1.94  0.19
O -3.29 0.83 -0.30  0.05
H -0.13 -3.73 0.12  0.04
H 0.73 -2.16 0.17  0.03
H -2.23 -2.67 1.06  0.12
H -2.22 -0.48 1.81  0.10
H -0.55 -0.55 2.19  0.12
H -0.09 -0.08 -0.42  0.13
H -0.07 1.63 1.42  0.05
H -1.56 2.11 0.83  0.06
H -1.26 -0.55 -2.25  0.05
H -2.92 -0.19 -2.57  0.11
O 1.95 1.72 2.18  -0.08
H 2.62 2.12 2.78  0.09
H 2.19 0.77 2.09  0.01
O 0.53 -1.04 -2.80  -0.11
H 1.23 -0.75 -2.09  0.02
H 0.85 -0.64 -3.61  0.04
O 1.80 2.24 -0.44  -0.06
H 1.91 2.22 0.54  0.01
H 0.86 2.28 -0.54  0.02
O 2.53 -0.83 1.63  -0.04
H 2.48 -0.67 0.65  0.02
H 1.86 -1.43 1.84  0.01
O 2.33 -0.23 -1.00  -0.05
H 3.23 -0.23 -1.32  0.09
H 2.12 0.71 -0.87  0.00


Record 2
# C5H20N2O6

A cluster of 6 separate species, C5H20N2O6 in total at a distorted geometry (wB97M-V/def2-TZVPD, the Open Molecules 2025 dataset).

Computed properties:
- HOMO: -9.574 eV
- Total charge: 0
- Strongest force on any atom: 3.1 eV/Å
- Relative energy (zero: lowest compared OMol25 entry of this formula, charge and spin): 48.7 kcal per mole
- Structure (SMILES): C=NCC[C@@H](N)C=O.O.O.O.O.O

Each line ends with the Löwdin charge.
Cartesian coordinates (Å):
C -2.63 0.37 0.88  -0.05
N -2.06 -0.71 1.13  -0.03
C -1.82 -1.65 0.04  -0.23
C -0.71 -1.19 -0.91  -0.14
C 0.65 -1.05 -0.24  -0.36
N 1.15 -2.34 0.24  0.07
C 1.65 -0.37 -1.18  -0.20
O 1.38 0.03 -2.29  0.02
H -3.00 0.67 -0.12  0.08
H -2.78 1.08 1.66  0.07
H -1.54 -2.60 0.50  0.10
H -2.73 -1.80 -0.52  0.11
H -0.63 -1.90 -1.74  0.13
H -0.98 -0.25 -1.35  0.10
H 0.52 -0.43 0.61  0.10
H 0.85 -3.07 -0.33  0.06
H 2.13 -2.36 0.35  0.06
H 2.68 -0.32 -0.81  0.13
O 1.50 1.13 2.83  -0.08
H 1.23 0.19 3.03  0.01
H 2.27 1.28 3.39  0.06
O 0.64 2.57 -3.01  -0.07
H 0.63 1.77 -3.55  0.05
H 1.34 2.34 -2.35  0.06
O -1.80 2.57 -1.71  -0.07
H -2.41 2.70 -2.39  -0.01
H -0.91 2.58 -2.17  0.01
O 0.78 -1.46 3.27  -0.08
H 1.20 -1.99 2.54  0.05
H -0.18 -1.39 3.02  0.07
O 1.48 1.84 0.13  -0.08
H 1.48 1.59 1.11  0.03
H 0.61 2.21 -0.07  0.04


Record 3
# C5H20O5

A cluster of 5 separate species, C5H20O5 in total at a distorted geometry (wB97M-V/def2-TZVPD, the Open Molecules 2025 dataset).

Computed properties:
- HOMO: -9.290 eV
- Total charge: 0
- Strongest force on any atom: 2.2 eV/Å
- Relative energy (zero: lowest compared OMol25 entry of this formula, charge and spin): 53.9 kcal per mole
- Structure (SMILES): CO.CO.CO.CO.CO

Each line ends with the Löwdin charge.
Cartesian coordinates (Å):
C -1.90 -1.91 -2.45  -0.17
O -1.54 -0.74 -1.70  -0.12
H -1.99 -2.89 -1.98  0.06
H -2.92 -1.84 -2.81  0.06
H -1.40 -2.00 -3.41  0.08
H -1.68 -0.89 -0.76  0.02
C 0.54 1.10 1.13  -0.17
O 1.83 1.00 0.63  -0.10
H -0.08 1.86 0.66  0.09
H -0.06 0.21 0.93  0.07
H 0.45 1.24 2.21  0.08
H 2.13 1.92 0.64  0.07
C 1.85 -1.18 -2.21  -0.15
O 2.12 -1.41 -0.82  -0.14
H 1.55 -2.17 -2.56  0.08
H 1.09 -0.41 -2.36  0.07
H 2.76 -0.80 -2.67  0.07
H 1.91 -0.63 -0.30  0.01
C 2.05 4.14 2.41  -0.13
O 1.96 4.35 0.98  -0.13
H 1.13 4.56 2.80  0.08
H 1.97 3.10 2.74  0.06
H 2.91 4.64 2.85  0.08
H 1.04 4.50 0.73  0.07
C -2.49 -2.97 0.82  -0.10
O -2.44 -1.49 0.95  -0.14
H -1.48 -3.36 0.65  0.09
H -2.86 -3.40 1.75  0.07
H -3.12 -3.35 0.01  0.07
H -3.33 -1.19 1.14  0.08